Model 1:
# C2H2Cl2FNO

C2H2Cl2FNO in the gas phase (ωB97M-V/def2-TZVPD, OMol25).

Its HOMO energy is -10.62 eV. Its frontier orbital gap is 11.07 eV. Its SMILES is O/N=C\C(F)(Cl)Cl. As for the spin multiplicity: 1.

Bonds (Å) are listed after each position.
CARTESIAN COORDINATES (ANGSTROEM)
1 C -0.6830 0.3402 0.3881  C2 1.523, H4 1.098, N5 1.274
2 C -0.2296 -1.0551 -0.0217  C1 1.523, F7 1.343, Cl8 1.777, Cl9 1.792
3 H 1.3790 2.2725 -0.4823  O6 0.962
4 H -1.7396 0.4075 0.6776  C1 1.098
5 N -0.0747 1.4511 0.2463  C1 1.274, O6 1.375
6 O 1.2327 1.3735 -0.1720  H3 0.962, N5 1.375
7 F -1.0894 -1.9122 0.5513  C2 1.343
8 Cl -0.1987 -1.3924 -1.7659  C2 1.777
9 Cl 1.4033 -1.4851 0.5786  C2 1.792

Mulliken population analysis, charges in e, atoms 1 to 2:
1 C -0.1002
2 C 0.5526


Model 2:
# C2H2Cl2FNO

2 unconnected molecules or ions with the total composition C2H2Cl2FNO (ωB97M-V/def2-TZVPD, OMol25).

Its HOMO energy (spin up / spin down) is -9.50 / -8.84 eV. Its frontier orbital gap (spin up / spin down) is 8.63 / 7.49 eV. As for the spin multiplicity: 1.

Bonds (Å) are listed after each position.
CARTESIAN COORDINATES (ANGSTROEM)
1 C 0.1216 -0.1770 -1.0533  N3 1.340, O4 1.213, H8 1.122
2 C -0.9775 2.8498 -0.9104  F5 1.302, Cl6 1.694, Cl7 1.656
3 N -0.1491 0.7104 -0.0859  C1 1.340, H9 1.003
4 O 0.2014 -0.1743 -2.2632  C1 1.213
5 F -1.6744 3.2792 0.1025  C2 1.302
6 Cl -1.8396 2.4042 -2.2991  C2 1.694
7 Cl 0.4370 3.7051 -1.0163  C2 1.656
8 H 0.2926 -1.0329 -0.3476  C1 1.122
9 H -0.7453 0.4409 0.6748  N3 1.003

Mulliken population analysis, charges in e, atoms 1 to 2:
1 C 0.1991
2 C 0.4510


Unit: hartree. Relative energies: model 1 0.0000; model 2 0.0614.


Model 1:
# C4H12NO

2 unconnected molecules or ions with the total composition C4H12NO (ωB97M-V/def2-TZVPD, OMol25).

Its HOMO energy (spin up / spin down) is -18.63 / -18.47 eV. Its frontier orbital gap (spin up / spin down) is 9.50 / 3.08 eV. As for the total charge: +2. Its expectation value of S² is 0.75. As for the spin multiplicity: 2.

Bonds (Å) are listed after each position.
CARTESIAN COORDINATES (ANGSTROEM)
1 C 0.7450 0.0073 -2.5355  C2 1.493, H6 1.119, H7 1.162, H8 1.086
2 C 0.6755 -0.9679 -1.4073  C1 1.493, C3 1.602, H9 1.086, H10 1.116
3 C -0.3769 -0.6162 -0.2513  C2 1.602, N5 1.500, H11 1.095, H12 1.087
4 C 0.5322 -0.1780 1.9757  N5 1.284, H13 1.085, H14 1.084
5 N 0.1153 -1.0246 1.1054  C3 1.500, C4 1.284, H15 1.022
6 H 1.6040 -0.1919 -3.2243  C1 1.119
7 H -0.1225 -0.3287 -3.2309  C1 1.162
8 H 0.6657 1.0550 -2.2596  C1 1.086
9 H 0.3340 -1.9406 -1.7477  C2 1.086
10 H 1.6540 -0.9463 -0.8717  C2 1.116
11 H -0.4353 0.4759 -0.1978  C3 1.095
12 H -1.3772 -1.0266 -0.3647  C3 1.087
13 H 0.5042 0.8669 1.6845  C4 1.085
14 H 0.7590 -0.6140 2.9421  C4 1.084
15 H -0.2332 -1.9282 1.4308  N5 1.022
16 H -1.3393 3.1454 2.1570  O18 0.970
17 H -2.2576 2.0309 2.6389  O18 0.955
18 O -1.4469 2.1816 2.1564  H16 0.970, H17 0.955

Mulliken population analysis, charges in e, atoms 1 to 2:
1 C -0.7195
2 C -0.2140


Model 2:
# C4H12NO

2 unconnected molecules or ions with the total composition C4H12NO (ωB97M-V/def2-TZVPD, OMol25).

Its HOMO energy (spin up / spin down) is -18.95 / -18.92 eV. Its frontier orbital gap (spin up / spin down) is 5.15 / 3.95 eV. As for the total charge: +2. Its expectation value of S² is 0.76. As for the spin multiplicity: 2.

Bonds (Å) are listed after each position.
CARTESIAN COORDINATES (ANGSTROEM)
1 O -3.2588 0.2597 -0.2110  C2 1.368, H7 1.029
2 C -1.9912 -0.1674 -0.4994  O1 1.368, C3 1.552, H8 1.118, H9 1.124
3 C -1.0434 0.1616 0.6843  C2 1.552, N4 1.409, H10 1.094, H11 1.105
4 N 0.2459 -0.4009 0.6034  C3 1.409, H13 1.006
5 C 2.8389 -0.3081 -0.7884  C6 1.486, H12 1.090, H14 1.123, H15 1.102
6 C 3.0918 0.5232 0.4175  C5 1.486, H16 1.084, H17 1.142, H18 1.096
7 H -3.9159 0.0061 -0.9611  O1 1.029
8 H -2.0118 -1.2605 -0.7327  C2 1.118
9 H -1.6857 0.3604 -1.4439  C2 1.124
10 H -0.9219 1.2482 0.7292  C3 1.094
11 H -1.5090 -0.1609 1.6331  C3 1.105
12 H 2.7640 0.1818 -1.7594  C5 1.090
13 H 0.3127 -1.4044 0.6100  N4 1.006
14 H 1.8991 -0.8971 -0.6150  C5 1.123
15 H 3.6614 -1.0384 -0.8508  C5 1.102
16 H 3.9583 1.1742 0.4429  C6 1.084
17 H 2.1399 1.1421 0.5412  C6 1.142
18 H 3.0735 -0.1102 1.3115  C6 1.096

Mulliken population analysis, charges in e, atoms 1 to 2:
1 O -0.0613
2 C -0.2431


Unit: hartree. Relative energies: model 1 0.0000; model 2 0.1894.


Model 1:
# C5H14S

2 unconnected molecules or ions with the total composition C5H14S (ωB97M-V/def2-TZVPD, OMol25).

Its HOMO energy is -8.39 eV. Its frontier orbital gap is 9.36 eV. Its SMILES is CCSC.CC. As for the spin multiplicity: 1.

Bonds (Å) are listed after each position.
CARTESIAN COORDINATES (ANGSTROEM)
1 C 0.7006 -2.0458 0.5795  C2 1.624, S4 1.810, H5 1.253, H6 1.124
2 C -0.9189 -1.9941 0.6874  C1 1.624, H7 1.088, H8 1.097, H12 1.111
3 C 2.8149 -0.5175 -0.5414  S4 1.841, H9 1.198, H10 1.093, H11 1.141
4 S 1.3012 -1.4496 -1.0200  C1 1.810, C3 1.841
5 H 1.0135 -1.2902 1.5285  C1 1.253
6 H 1.0714 -3.0955 0.4243  C1 1.124
7 H -1.4547 -2.9278 0.8425  C2 1.088
8 H -1.2714 -1.4181 -0.1775  C2 1.097
9 H 2.4609 -0.1638 0.5466  C3 1.198
10 H 3.8240 -0.9116 -0.4002  C3 1.093
11 H 2.8917 0.4311 -1.1713  C3 1.141
12 H -1.1796 -1.2992 1.5146  C2 1.111
13 C -1.9382 2.3409 0.0481  C14 1.527, H15 1.045, H16 1.102, H17 1.106
14 C -0.7906 1.8222 -0.8162  C13 1.527, H18 1.054, H19 1.207, H20 1.071
15 H -1.7147 2.9263 0.8842  C13 1.045
16 H -2.6965 2.9236 -0.5001  C13 1.102
17 H -2.4058 1.4594 0.5261  C13 1.106
18 H -0.4956 1.0226 -0.1966  C14 1.054
19 H 0.0837 2.6254 -1.0345  C14 1.207
20 H -1.2960 1.5618 -1.7240  C14 1.071

Mulliken population analysis, charges in e, atoms 1 to 2:
1 C -0.3682
2 C -0.9705


Model 2:
# C5H14S

2 unconnected molecules or ions with the total composition C5H14S (ωB97M-V/def2-TZVPD, OMol25).

Its HOMO energy is -8.56 eV. Its frontier orbital gap is 9.54 eV. Its SMILES is CCC.CSC. As for the spin multiplicity: 1.

Bonds (Å) are listed after each position.
CARTESIAN COORDINATES (ANGSTROEM)
1 C 1.3843 -0.6661 2.0380  S3 1.814, H4 1.087, H5 1.092, H6 1.082
2 C 2.6974 -1.7873 -0.0771  S3 1.796, H7 1.098, H8 1.098, H9 1.081
3 S 1.0184 -1.6180 0.5374  C1 1.814, C2 1.796
4 H 0.6419 -0.9126 2.7921  C1 1.087
5 H 2.3326 -1.0610 2.4096  C1 1.092
6 H 1.4355 0.4060 1.9034  C1 1.082
7 H 3.3153 -2.3909 0.6008  C2 1.098
8 H 3.1938 -0.8089 -0.1271  C2 1.098
9 H 2.6598 -2.1487 -1.0950  C2 1.081
10 C -1.8519 1.0467 -1.3855  C11 1.518, C12 1.531, H13 1.090, H14 1.088
11 C -2.5333 0.0871 -0.4273  C10 1.518, H15 1.091, H18 1.090, H19 1.093
12 C -0.7612 1.9106 -0.7456  C10 1.531, H16 1.089, H17 1.084, H20 1.096
13 H -1.4305 0.4978 -2.2283  C10 1.090
14 H -2.5794 1.7595 -1.7681  C10 1.088
15 H -2.9133 -0.7741 -0.9783  C11 1.091
16 H -1.1675 2.7980 -0.2620  C12 1.089
17 H -0.1606 1.3295 -0.0557  C12 1.084
18 H -3.3880 0.4335 0.1540  C11 1.090
19 H -1.8024 -0.3463 0.2601  C11 1.093
20 H -0.0910 2.2452 -1.5453  C12 1.096

Mulliken population analysis, charges in e, atoms 1 to 2:
1 C -0.8959
2 C -0.8980


Model 3:
# C5H14S

2 unconnected molecules or ions with the total composition C5H14S (ωB97M-V/def2-TZVPD, OMol25).

Its HOMO energy is -8.44 eV. Its frontier orbital gap is 9.44 eV. Its SMILES is CCC.CSC. As for the spin multiplicity: 1.

Bonds (Å) are listed after each position.
CARTESIAN COORDINATES (ANGSTROEM)
1 C -1.4911 -2.2598 -1.5314  C2 1.536, C3 1.567, H4 1.059, H5 1.102
2 C -0.0663 -2.2691 -2.1036  C1 1.536, H6 1.098, H7 1.110, H9 1.085
3 C -1.6345 -3.3595 -0.4243  C1 1.567, H8 1.076, H10 1.088, H11 1.104
4 H -2.2023 -2.4383 -2.2952  C1 1.059
5 H -1.7284 -1.3078 -1.0297  C1 1.102
6 H 0.0385 -2.5033 -3.1708  C2 1.098
7 H 0.3524 -1.2601 -1.9073  C2 1.110
8 H -0.9172 -4.1553 -0.5273  C3 1.076
9 H 0.5550 -2.9439 -1.5249  C2 1.085
10 H -2.6077 -3.8447 -0.4019  C3 1.088
11 H -1.6012 -2.8254 0.5419  C3 1.104
12 C 1.4945 2.3591 2.2911  S14 1.771, H15 1.082, H16 1.099, H17 1.091
13 C 0.8025 1.1139 -0.1116  S14 1.767, H18 1.083, H19 1.082, H20 1.091
14 S 0.3403 2.4476 0.9514  C12 1.771, C13 1.767
15 H 1.0173 2.4398 3.2587  C12 1.082
16 H 2.1040 1.4476 2.3722  C12 1.099
17 H 2.2866 3.1004 2.1749  C12 1.091
18 H 1.8405 1.1600 -0.4171  C13 1.083
19 H 0.1337 0.9880 -0.9525  C13 1.082
20 H 0.6168 0.1515 0.3678  C13 1.091

Mulliken population analysis, charges in e, atoms 1 to 2:
1 C -0.1938
2 C -0.8116


Unit: hartree. Relative energies: model 1 0.0723; model 2 0.0000; model 3 0.0172.


Model 1:
# C5H14S

2 unconnected molecules or ions with the total composition C5H14S (ωB97M-V/def2-TZVPD, OMol25).

Its HOMO energy is -8.50 eV. Its frontier orbital gap is 9.42 eV. Its SMILES is CCSC.CC. As for the spin multiplicity: 1.

Bonds (Å) are listed after each position.
CARTESIAN COORDINATES (ANGSTROEM)
1 C 0.6899 1.9961 -1.7337  C2 1.557, H3 1.087, H4 1.081, H5 1.108
2 C -0.1370 2.3491 -3.0055  C1 1.557, H6 1.088, H7 1.081, H8 1.093
3 H 1.3929 2.7489 -1.3852  C1 1.087
4 H 0.0110 1.4001 -1.1405  C1 1.081
5 H 1.5026 1.3492 -2.1194  C1 1.108
6 H -0.2034 1.4762 -3.6517  C2 1.088
7 H -1.0943 2.7068 -2.6519  C2 1.081
8 H 0.4199 3.0727 -3.6055  C2 1.093
9 C -1.0522 -1.1449 2.2406  C10 1.549, S12 1.799, H13 1.093, H14 1.093
10 C -0.2041 0.0847 1.8310  C9 1.549, H15 1.089, H16 1.089, H20 1.090
11 C 0.4355 -3.0983 0.9115  S12 1.800, H17 1.106, H18 1.085, H19 1.084
12 S -1.2497 -2.4829 1.0546  C9 1.799, C11 1.800
13 H -0.9055 -1.4319 3.2846  C9 1.093
14 H -2.0459 -0.6974 2.3183  C9 1.093
15 H -0.2194 0.8178 2.6356  C10 1.089
16 H -0.7301 0.4841 0.9651  C10 1.089
17 H 0.9937 -2.4040 0.2557  C11 1.106
18 H 1.0484 -3.0752 1.8060  C11 1.085
19 H 0.5003 -4.0296 0.3613  C11 1.084
20 H 0.8471 -0.1215 1.6289  C10 1.090

Mulliken population analysis, charges in e, atoms 1 to 2:
1 C -0.7053
2 C -0.8569


Model 2:
# C5H14S

2 unconnected molecules or ions with the total composition C5H14S (ωB97M-V/def2-TZVPD, OMol25).

Its HOMO energy is -8.44 eV. Its frontier orbital gap is 9.45 eV. Its SMILES is CCC.CSC. As for the spin multiplicity: 1.

Bonds (Å) are listed after each position.
CARTESIAN COORDINATES (ANGSTROEM)
1 C -3.4473 1.0138 0.9340  S3 1.841, H4 1.088, H5 1.086, H6 1.083
2 C -1.4635 -0.7897 1.7154  S3 1.808, H7 1.084, H8 1.090, H9 1.088
3 S -3.2000 -0.4227 2.0583  C1 1.841, C2 1.808
4 H -3.7934 1.8348 1.5581  C1 1.088
5 H -2.5117 1.2899 0.4566  C1 1.086
6 H -4.1809 0.7031 0.2004  C1 1.083
7 H -1.2750 -0.6674 0.6551  C2 1.084
8 H -1.2211 -1.8346 1.9093  C2 1.090
9 H -0.8450 -0.1257 2.3148  C2 1.088
10 C 1.4631 -0.2523 -1.4209  C11 1.524, C12 1.534, H13 1.078, H14 1.084
11 C 1.4464 0.6933 -0.2256  C10 1.524, H15 1.101, H16 1.092, H19 1.093
12 C 2.8696 -0.7932 -1.7068  C10 1.534, H17 1.093, H18 1.093, H20 1.083
13 H 0.7894 -1.0638 -1.1988  C10 1.078
14 H 1.1049 0.1817 -2.3478  C10 1.084
15 H 2.4788 0.8449 0.1248  C11 1.101
16 H 0.9776 0.3734 0.7071  C11 1.092
17 H 2.8525 -1.5213 -2.5213  C12 1.093
18 H 3.5024 0.0399 -2.0235  C12 1.093
19 H 1.1597 1.7379 -0.3726  C11 1.093
20 H 3.2934 -1.2420 -0.8167  C12 1.083

Mulliken population analysis, charges in e, atoms 1 to 2:
1 C -0.6848
2 C -0.7124


Model 3:
# C5H14S

2 unconnected molecules or ions with the total composition C5H14S (ωB97M-V/def2-TZVPD, OMol25).

Its HOMO energy is -8.52 eV. Its frontier orbital gap is 9.48 eV. Its SMILES is CCC.CSC. As for the spin multiplicity: 1.

Bonds (Å) are listed after each position.
CARTESIAN COORDINATES (ANGSTROEM)
1 C 0.9980 1.6748 -1.3408  S3 1.813, H4 1.093, H5 1.087, H6 1.083
2 C 3.1051 0.0888 -0.5983  S3 1.807, H7 1.081, H8 1.087, H9 1.093
3 S 2.0649 0.3887 -2.0454  C1 1.813, C2 1.807
4 H 0.0098 1.5735 -1.7972  C1 1.093
5 H 0.8183 1.4560 -0.2916  C1 1.087
6 H 1.4006 2.6711 -1.4780  C1 1.083
7 H 2.5164 0.0931 0.3089  C2 1.081
8 H 3.9098 0.8149 -0.5150  C2 1.087
9 H 3.6450 -0.8463 -0.7682  C2 1.093
10 C -2.9691 -0.4647 1.6579  C11 1.510, C12 1.539, H13 1.096, H14 1.097
11 C -3.4001 -0.9087 3.0357  C10 1.510, H15 1.094, H16 1.086, H19 1.088
12 C -1.7018 -1.1494 1.1172  C10 1.539, H17 1.091, H18 1.069, H20 1.092
13 H -3.7521 -0.6111 0.9055  C10 1.096
14 H -2.8005 0.6178 1.6053  C10 1.097
15 H -3.3795 -2.0015 3.0905  C11 1.094
16 H -4.4062 -0.6034 3.3060  C11 1.086
17 H -1.8713 -2.2272 1.0991  C12 1.091
18 H -1.5498 -0.7631 0.1323  C12 1.069
19 H -2.7654 -0.4720 3.8040  C11 1.088
20 H -0.8087 -0.9763 1.7212  C12 1.092

Mulliken population analysis, charges in e, atoms 1 to 2:
1 C -0.7871
2 C -0.7444


Unit: hartree. Relative energies: model 1 0.0249; model 2 0.0088; model 3 0.0000.


Model 1:
# C6H9N3O

2 unconnected molecules or ions with the total composition C6H9N3O (ωB97M-V/def2-TZVPD, OMol25).

Its HOMO energy (spin up / spin down) is -6.69 / -9.61 eV. Its frontier orbital gap (spin up / spin down) is 7.43 / 7.58 eV. Its expectation value of S² is 2.03. As for the spin multiplicity: 3.

Bonds (Å) are listed after each position.
CARTESIAN COORDINATES (ANGSTROEM)
1 C 1.0344 -0.9343 1.0238  C2 1.420, N7 1.295, H11 1.084
2 C 1.2002 -0.8220 -0.3817  C1 1.420, C3 1.565, C4 1.323
3 C 1.8094 0.6154 -0.4965  C2 1.565, N8 1.346, O10 1.213
4 C 0.8504 -1.6070 -1.3871  C2 1.323, H12 1.035, H13 0.992
5 C -1.2716 1.5119 -0.2083  N9 1.458, H14 1.060, H15 1.163, H16 1.045
6 C -2.4290 -0.4948 0.2212  N9 1.262, H17 1.124, H19 1.164
7 N 1.4619 0.1566 1.5763  C1 1.295, N8 1.274, H18 1.020
8 N 1.8858 1.0512 0.7744  C3 1.346, N7 1.274
9 N -1.5963 0.3618 0.6267  C5 1.458, C6 1.262
10 O 2.0771 1.2048 -1.5221  C3 1.213
11 H 0.8687 -1.7385 1.7314  C1 1.084
12 H 1.2165 -1.2058 -2.2679  C4 1.035
13 H 0.3832 -2.4341 -1.1011  C4 0.992
14 H -1.1095 1.2950 -1.2332  C5 1.060
15 H -2.1405 2.2841 -0.1760  C5 1.163
16 H -0.5074 2.1116 0.1776  C5 1.045
17 H -2.8035 -0.3125 -0.8225  C6 1.124
18 H 1.5774 0.3921 2.5624  N7 1.020
19 H -2.5074 -1.4356 0.9026  C6 1.164

Mulliken population analysis, charges in e, atoms 1 to 2:
1 C -0.7584
2 C 0.9726


Model 2:
# C6H9N3O

2 unconnected molecules or ions with the total composition C6H9N3O (ωB97M-V/def2-TZVPD, OMol25).

Its HOMO energy (spin up / spin down) is -6.75 / -9.39 eV. Its frontier orbital gap (spin up / spin down) is 7.30 / 6.76 eV. Its expectation value of S² is 2.05. As for the spin multiplicity: 3.

Bonds (Å) are listed after each position.
CARTESIAN COORDINATES (ANGSTROEM)
1 C 1.6212 0.0611 -1.2656  C2 1.361, C4 1.469, H11 1.073
2 C 0.7431 -0.9648 -1.0968  C1 1.361, C6 1.506, H12 1.187
3 C -0.1578 0.0749 1.1370  C5 1.490, C6 1.454, N7 1.275
4 C 1.8315 1.0243 -0.1769  C1 1.469, C5 1.552, H13 1.139, H14 1.052
5 C 0.6068 1.2903 0.7378  C3 1.490, C4 1.552, H15 1.123, H16 1.080
6 C -0.1331 -0.9711 0.1278  C2 1.506, C3 1.454, H17 1.186
7 N -0.6587 0.0556 2.3091  C3 1.275, H18 1.009
8 N -2.8436 -0.5062 0.2664  N9 1.222, H19 1.000
9 N -2.0219 -0.5366 -0.6381  N8 1.222, O10 1.241
10 O -2.0429 -0.4491 -1.8756  N9 1.241
11 H 2.1483 0.1711 -2.1938  C1 1.073
12 H 0.9655 -1.9248 -1.7585  C2 1.187
13 H 2.6133 0.4714 0.4399  C4 1.139
14 H 2.1190 1.9268 -0.6349  C4 1.052
15 H -0.1508 1.8981 0.1738  C5 1.123
16 H 0.9603 1.6949 1.6752  C5 1.080
17 H -0.6073 -2.0270 0.3853  C6 1.186
18 H -1.2152 -0.7682 2.4790  N7 1.009
19 H -3.7778 -0.5207 -0.0910  N8 1.000

Mulliken population analysis, charges in e, atoms 1 to 2:
1 C -0.5567
2 C -0.4335


Unit: hartree. Relative energies: model 1 0.0000; model 2 0.0592.